[1]
Computed, not measured: C3LiO6Tl as an isolated structure in a non-equilibrium geometry, with ωB97M-V with the def2-TZVPD basis set.

Geometry as XYZ:
```
11
Properties=species:S:1:pos:R:3:lowdin_charge:R:1
O -0.677 -1.656 1.278 -0.170
C -0.402 -0.694 0.483 -0.430
O -0.820 0.539 1.010 -0.092
C -2.003 1.182 0.532 -0.787
O -3.059 0.790 1.035 -0.032
O -1.728 2.221 -0.078 -0.013
Li -0.871 -0.496 2.756 0.784
C 0.779 -0.649 -0.504 -0.636
O 1.862 -1.319 -0.369 -0.275
O 0.739 0.255 -1.416 -0.230
Tl 2.930 -0.482 -2.342 0.882
```

Values from the calculation:
* total charge: -1
* frontier orbital gap (spin up / spin down): 3.8 / 6.2 eV
* ⟨S²⟩: 0.75
* spin multiplicity: 2



[2]
Computed, not measured: C51H56BrF5N4O3PS2Sc as an isolated structure in a non-equilibrium geometry, with ωB97M-V with the def2-TZVPD basis set.

Geometry as XYZ:
```
124
Properties=species:S:1:pos:R:3:lowdin_charge:R:1
Sc -0.479 0.422 -0.732 0.851
F -4.192 -4.071 -4.376 0.117
C -4.286 -2.894 -3.749 -0.151
C -3.204 -2.377 -3.073 -0.155
F -2.069 -3.076 -3.043 0.116
C -3.307 -1.152 -2.442 -0.178
F -2.171 -0.709 -1.768 -0.043
C -4.464 -0.375 -2.411 -0.561
S -4.637 1.123 -1.585 0.711
C -5.539 -0.956 -3.113 -0.248
F -6.709 -0.315 -3.151 0.076
C -5.465 -2.168 -3.761 -0.147
F -6.528 -2.662 -4.401 0.122
C 5.587 -4.089 2.248 -0.064
C 5.035 -2.724 2.660 -0.557
C 4.582 -2.812 4.125 -0.047
C 6.154 -1.683 2.525 -0.042
C 3.847 -2.304 1.795 -0.160
C 3.185 -1.108 2.060 -0.074
C 2.096 -0.788 1.299 -0.524
Br 1.222 0.881 1.621 0.953
C 1.568 -1.553 0.254 -0.349
O 0.413 -1.135 -0.296 -0.253
C 2.288 -2.704 -0.084 -0.078
C 3.384 -3.045 0.721 0.027
C 2.008 -3.634 -1.274 -0.526
C 3.302 -3.803 -2.091 -0.037
C 0.947 -3.109 -2.232 -0.052
C 1.545 -5.000 -0.750 -0.034
H 6.402 -4.367 2.919 0.086
H 5.983 -4.071 1.230 0.088
H 4.820 -4.865 2.312 0.089
H 5.405 -3.154 4.758 0.085
H 3.755 -3.519 4.224 0.088
H 4.246 -1.844 4.502 0.077
H 7.013 -1.964 3.140 0.085
H 5.821 -0.692 2.839 0.079
H 6.481 -1.612 1.485 0.093
H 3.517 -0.430 2.836 0.111
H 3.910 -3.952 0.464 0.093
H 3.675 -2.827 -2.412 0.096
H 3.093 -4.402 -2.980 0.088
H 4.093 -4.304 -1.532 0.075
H 1.231 -2.140 -2.648 0.094
H -0.008 -3.012 -1.734 0.057
H 0.830 -3.814 -3.057 0.094
H 2.266 -5.433 -0.054 0.081
H 1.411 -5.697 -1.582 0.089
H 0.587 -4.906 -0.230 0.079
C 4.717 6.895 -1.836 -0.048
C 4.205 5.480 -1.903 -0.265
C 3.418 4.958 -0.877 -0.030
C 2.935 3.663 -0.940 -0.050
C 3.236 2.879 -2.046 -0.287
C 4.016 3.375 -3.077 -0.051
C 4.497 4.673 -2.999 -0.029
S 2.675 1.202 -2.086 0.605
O 2.954 0.679 -3.394 -0.284
O 3.220 0.538 -0.941 -0.279
N 1.068 1.344 -1.836 -0.194
C 0.267 1.931 -2.815 -0.377
C 0.676 2.550 -4.002 0.002
C -0.284 3.127 -4.803 -0.040
C -1.620 3.082 -4.425 -0.051
C -1.945 2.430 -3.260 -0.125
N -1.028 1.855 -2.467 0.029
H 4.789 7.241 -0.806 0.077
H 4.042 7.569 -2.369 0.086
H 5.700 6.979 -2.300 0.079
H 3.192 5.574 -0.014 0.115
H 2.338 3.249 -0.135 0.088
H 4.243 2.738 -3.924 0.117
H 5.114 5.063 -3.800 0.117
H 1.714 2.537 -4.291 0.092
H 0.006 3.608 -5.730 0.115
H -2.399 3.532 -5.025 0.110
H -2.971 2.337 -2.926 0.037
C -0.171 -3.030 2.760 -0.146
C -1.076 -3.941 3.639 -0.148
N -2.455 -3.447 3.626 -0.160
C -2.481 -2.082 4.155 -0.145
C -1.549 -1.172 3.308 -0.153
N -0.972 -1.937 2.198 -0.156
C -2.040 -2.514 1.375 -0.143
C -2.943 -3.432 2.244 -0.141
H 0.275 -3.586 1.933 0.106
H 0.645 -2.591 3.339 0.114
H -0.732 -3.963 4.676 0.113
H -1.081 -4.969 3.272 0.113
H -2.166 -2.113 5.200 0.113
H -3.514 -1.726 4.126 0.109
H -0.720 -0.783 3.904 0.111
H -2.099 -0.326 2.898 0.085
H -1.572 -3.072 0.559 0.114
H -2.614 -1.698 0.942 0.082
H -2.939 -4.459 1.872 0.115
H -3.977 -3.080 2.251 0.108
C -1.213 2.933 2.244 -0.295
P -2.091 2.067 0.879 0.974
C -3.595 1.482 1.728 -0.403
C -4.239 0.337 1.266 -0.198
C -5.380 -0.139 1.894 -0.068
C -5.881 0.521 3.006 -0.074
C -5.240 1.656 3.486 -0.076
C -4.104 2.135 2.851 -0.087
C -2.607 3.528 -0.084 -0.393
C -1.592 4.315 -0.633 -0.122
C -1.902 5.439 -1.379 -0.080
C -3.233 5.780 -1.587 -0.080
C -4.243 5.001 -1.043 -0.066
C -3.934 3.875 -0.289 -0.135
H -1.078 2.260 3.091 0.036
H -1.777 3.812 2.546 0.050
H -0.229 3.259 1.903 0.006
H -3.857 -0.169 0.392 0.025
H -5.882 -1.015 1.502 0.113
H -6.770 0.150 3.501 0.106
H -5.625 2.169 4.358 0.104
H -3.615 3.019 3.240 0.098
H -0.551 4.039 -0.487 0.100
H -1.107 6.035 -1.808 0.106
H -3.482 6.649 -2.183 0.103
H -5.279 5.262 -1.213 0.109
H -4.729 3.259 0.113 0.080
```

Values from the calculation:
* frontier orbital gap: 6.8 eV



[3]
Computed, not measured: C4H3Br3O3 as an isolated structure in a non-equilibrium geometry, with ωB97M-V with the def2-TZVPD basis set.

Geometry as XYZ:
```
13
Properties=species:S:1:pos:R:3:lowdin_charge:R:1
C -1.774 0.689 1.236 -0.172
C -0.491 0.394 0.643 -0.277
C -0.171 -0.186 -0.556 -0.294
C 1.527 -0.454 -1.013 -1.700
O -1.849 0.862 2.465 0.025
O 0.591 0.672 1.471 -0.060
O -1.056 -0.646 -1.408 0.045
Br 2.561 -1.313 0.219 0.741
Br 2.290 1.255 -1.391 0.685
Br 1.483 -1.540 -2.548 0.749
H -2.690 0.777 0.503 0.163
H 0.228 0.706 2.392 0.119
H -0.647 -1.217 -2.012 -0.026
```

Values from the calculation:
* frontier orbital gap: 8.7 eV



[4]
Computed, not measured: a 2-piece molecular cluster, C2H7N3O2 overall in a non-equilibrium geometry, with ωB97M-V with the def2-TZVPD basis set.

Geometry as XYZ:
```
14
Properties=species:S:1:pos:R:3:lowdin_charge:R:1
C 1.133 -0.649 0.399 -0.042
N 0.953 0.403 -1.602 0.064
N 1.490 0.387 -0.434 -0.142
C -0.801 0.016 0.635 -0.714
N -1.210 -0.094 -0.728 0.128
O -1.473 -0.950 1.404 0.020
O -0.682 1.177 1.087 -0.060
H -1.881 -0.472 2.139 0.107
H 0.947 1.359 -1.969 0.078
H 1.601 1.274 0.079 0.163
H -1.139 0.769 -1.265 0.099
H -1.571 -0.983 -1.040 0.110
H 1.569 -0.630 1.386 0.093
H 1.064 -1.609 -0.091 0.094
```

Values from the calculation:
* frontier orbital gap (spin up / spin down): 8.0 / 8.0 eV



In the order shown, the computed energy relative to the best compared isomer or geometry (same formula, charge and spin) values come out to 20.5; 51.2; 0.1; 109.9 kcal/mol.
In the order shown, the computed M values come out to 343.351; 1087.992; 338.777; 105.097 g mol⁻¹.